Molecular formula: C21H36P2ReS
Method: DFT, ωB97M-V/def2-TZVPD

Last column: Löwdin spin population.
Geometry (Å):
P -1.638 2.339 0.101  0.001
P 2.497 -0.691 -1.354  0.082
C -0.481 2.087 -4.032  0.287
C 0.472 1.664 -3.000  0.109
H -0.478 1.532 -4.980  0.016
H -1.477 2.410 -3.693  0.026
H 0.134 1.713 -1.959  0.004
H 1.097 0.783 -3.196  0.019
C 4.250 -0.186 -1.446  0.012
H 4.872 -0.852 -0.837  0.001
H 4.356 0.846 -1.090  0.000
H 4.571 -0.220 -2.493  0.000
C 2.662 -2.519 -1.430  0.031
H 3.300 -2.758 -2.290  0.001
H 1.666 -2.958 -1.592  0.001
H 3.090 -2.927 -0.500  0.000
C -1.865 3.872 1.090  0.000
H -2.650 3.777 1.862  0.000
H -2.155 4.685 0.406  0.000
H -0.919 4.141 1.583  0.000
C -3.254 2.322 -0.803  0.001
H -3.394 1.363 -1.331  0.000
H -3.245 3.135 -1.551  0.000
H -4.112 2.493 -0.119  0.000
Re 1.165 3.538 -3.866  1.107
C 2.586 4.180 -5.033  0.016
C 3.057 4.032 -3.629  0.163
C 3.235 5.250 -2.716  0.038
C 1.886 5.896 -2.322  0.026
C 0.714 5.053 -2.779  0.050
C 0.204 5.187 -4.194  0.083
C 0.885 6.104 -5.171  0.010
C 2.266 5.546 -5.633  0.005
C -1.840 1.001 1.350  0.000
H 3.021 3.472 -5.746  0.003
H 3.814 3.253 -3.455  0.010
H 3.941 5.977 -3.153  0.007
H 3.708 4.869 -1.793  0.000
H 1.832 5.903 -1.223  0.001
H 1.802 6.931 -2.687  0.002
H -0.099 5.019 -2.055  0.001
H -0.888 5.184 -4.229  0.022
H 0.973 7.114 -4.754  -0.001
H 0.228 6.150 -6.055  0.001
H 2.191 5.419 -6.722  0.000
H 3.078 6.267 -5.455  -0.002
H -2.119 0.080 0.810  0.000
H -2.627 1.248 2.095  0.000
H -0.872 0.810 1.843  0.000
S 2.358 -0.519 0.790  0.447
C 1.078 -1.579 1.327  0.101
C 0.099 -2.106 0.474  0.073
C -0.852 -3.002 0.968  0.009
C -0.880 -3.313 2.338  0.141
C 0.059 -2.738 3.203  -0.002
C 1.028 -1.877 2.709  0.089
H 0.101 -1.822 -0.575  0.002
H -1.570 -3.447 0.285  -0.001
H -1.640 -3.994 2.718  0.006
H 0.028 -2.965 4.273  -0.002
H 1.768 -1.415 3.360  0.001

Atomic forces in eV per Å
-0.0768 0.1398 -0.3297
-0.0481 -0.4423 0.2439
-0.3284 -1.6853 1.0630
-1.3402 -0.3969 -1.9318
0.0728 0.4718 0.1881
0.4866 0.2468 -0.2944
0.3541 0.6982 -0.0383
0.0368 0.5858 -0.2561
0.1742 0.2443 0.3956
0.0230 0.1861 -0.2273
0.0594 -0.1934 -0.0937
-0.0995 -0.0725 0.1479
-0.3177 -0.3379 0.0014
-0.1152 0.0017 0.2152
0.4971 0.0186 -0.0068
-0.0227 0.0732 -0.4898
-0.0260 0.1160 0.2690
0.2821 -0.0139 -0.3619
0.1694 -0.2153 0.2497
-0.3174 -0.0048 -0.1336
-0.2509 -0.0103 0.2328
0.0287 0.3712 0.1961
-0.0178 -0.3509 0.3101
0.4197 -0.1499 -0.3931
-1.9050 -5.5052 1.6855
2.8048 0.3722 -1.1228
2.8540 1.3409 -0.3138
0.4931 -0.2809 0.4880
0.3502 0.0453 0.7513
-0.6469 2.8207 0.3888
-2.5108 2.1634 0.6520
-0.1443 -0.1522 -0.8245
-0.3446 0.1449 -0.6338
-0.3346 -0.0951 0.1022
-0.0315 -0.0015 0.2181
-0.4021 0.0327 -0.2624
-0.3091 -0.2586 0.0881
-0.0737 0.2689 -0.4328
0.0835 0.3804 -0.3705
-0.0542 -0.3316 0.1607
-0.0503 -0.4900 -0.0517
0.1712 0.0545 -0.1486
-0.0506 -0.1996 -0.0472
0.2789 0.2489 0.3567
0.2531 0.0189 0.3451
-0.1797 -0.3519 0.1343
0.0291 0.3036 0.2611
0.5255 -0.2669 -0.3782
-0.4312 0.1645 -0.0161
-0.5993 -0.4714 0.5111
0.3463 0.5960 -0.1974
-0.6766 -0.8078 -0.2700
0.5131 0.5787 -0.2960
0.1551 0.0956 -0.2332
0.2313 0.1967 0.2334
0.0252 0.0174 0.3788
-0.1624 -0.1063 0.2071
0.0685 0.1370 0.1734
0.2156 0.1636 -0.0469
0.0460 0.1001 -0.4601
-0.1805 -0.2059 0.0142

Values from the calculation:
E_LUMO (alpha / beta) = -7.06 / -9.23 eV
E_tot = -1980.1486 a.u.
Max |F| = 6.06 eV/A
Net charge = +2
HOMO-LUMO gap (alpha / beta) = 6.183 / 4.019 eV
Multiplicity = 4